Record 1
4 unconnected molecules or ions with the total composition C9H21Br4NO3, computed with the ωB97M-V functional and the def2-TZVPD basis.

The LUMO energy comes out at -0.07 eV. For the largest force on an atom, the calculation gives 0.0534 Eh/bohr. The multiplicity is 1. As for the total charge: 0. As for the SMILES: C[N+](=O)[O-].BrCCBr.BrCCBr.CCOCC.

Geometry as XYZ:
```
38
Properties=species:S:1:pos:R:3:mulliken_charge:R:1
C 2.62604 -2.07203 1.30552 -0.588
N 3.20679 -1.02560 0.39788 0.787
O 2.55092 -0.54257 -0.54057 -0.499
O 4.40182 -0.75759 0.53182 -0.495
H 2.78144 -3.03242 0.81397 0.258
H 1.58345 -1.78239 1.43680 0.265
H 3.17183 -2.04912 2.24875 0.271
Br -1.38826 -4.29655 4.58613 -0.140
C -1.42833 -3.09389 6.18373 -0.578
C -2.86387 -2.57071 6.26021 -0.637
Br -4.15858 -4.04387 6.88728 -0.119
H -0.59038 -2.40527 6.07536 0.381
H -1.12078 -3.60560 7.09569 0.361
H -3.25132 -2.12335 5.34486 0.385
H -2.89245 -1.80942 7.03976 0.347
Br 7.57916 -0.10505 -5.61216 -0.181
C 6.33854 1.31124 -4.73312 -0.573
C 5.01600 1.36136 -5.54449 -0.565
Br 3.90132 2.91135 -4.97117 -0.158
H 6.85934 2.26857 -4.71363 0.375
H 6.21529 0.98784 -3.69952 0.366
H 4.43816 0.46820 -5.30691 0.354
H 5.09739 1.43291 -6.62909 0.383
C -4.57176 -0.02603 0.16222 -1.154
C -3.19915 0.60162 -0.24812 -0.272
O -3.44983 1.78901 -0.99957 -0.309
C -2.27933 2.36105 -1.45622 -0.138
C -2.64983 3.57984 -2.28212 -1.255
H -4.97393 0.72173 0.84575 0.291
H -5.26425 -0.16097 -0.66866 0.296
H -4.52254 -0.95832 0.72480 0.366
H -2.57246 0.79082 0.62341 0.315
H -2.69679 -0.12241 -0.88962 0.304
H -1.74392 2.62056 -0.54294 0.302
H -1.64759 1.75430 -2.10497 0.265
H -3.11061 3.24542 -3.21160 0.312
H -1.86028 4.29203 -2.52189 0.350
H -3.53125 4.08534 -1.88757 0.328
```



Record 2
4 unconnected molecules or ions with the total composition C9H21BrN3O3, computed with the ωB97M-V functional and the def2-TZVPD basis.

The energy above the lowest of the compared OMol25 structures with the same formula, charge and spin comes out at 62.60 kJ/mol. The LUMO energy comes out at 3.08 eV. For the largest force on an atom, the calculation gives 0.1889 Eh/bohr. The multiplicity is 1. As for the total charge: -1.

Geometry as XYZ:
```
37
Properties=species:S:1:pos:R:3:mulliken_charge:R:1
Br 5.45800 27.75800 39.80500 -0.785
C 6.23600 26.08600 42.98800 -0.912
C 6.12300 27.45700 43.62800 0.883
O 6.82800 27.71700 44.69300 -0.761
N 5.44500 28.35600 42.98300 0.095
C 5.13000 29.77600 43.51400 -0.916
H 5.19100 26.06500 42.39500 0.265
H 6.30600 25.47900 43.79300 0.397
H 7.01100 26.02100 42.34400 0.113
H 5.20200 28.03700 41.97900 -0.145
H 5.68800 30.62100 43.02900 0.256
H 5.39900 29.83500 44.61600 0.316
H 4.06700 29.97300 43.63100 0.355
C 8.81100 29.72100 41.10800 -0.756
C 9.57700 28.51800 40.60100 0.789
O 10.72000 28.40200 40.87300 -0.648
N 8.78300 27.52500 40.15500 0.018
C 9.13700 26.09900 39.80900 -1.070
H 7.96500 29.22300 41.67200 -0.051
H 8.09400 30.13300 40.42200 0.269
H 9.26100 30.67300 41.33400 0.396
H 7.83600 27.69800 40.09000 -0.013
H 10.01100 26.13600 39.53100 0.554
H 8.49500 25.75300 38.90000 0.228
H 9.10100 25.37100 40.62500 0.287
C 1.74000 28.69200 38.59000 -0.808
C 2.39200 29.92000 37.96000 0.669
O 1.69400 30.91500 37.71400 -0.682
N 3.74800 29.90400 37.80000 -0.020
C 4.59800 30.95600 37.34800 -0.881
H 1.34000 28.76900 39.71600 0.171
H 2.47100 27.90100 38.50300 0.248
H 0.96400 28.28400 37.97100 0.297
H 4.26100 29.13900 38.48400 -0.063
H 4.28000 31.95200 37.91700 0.229
H 4.68500 30.99500 36.34600 0.318
H 5.45400 30.59500 37.71000 0.359
```